(1)
{"formula": "C9H14", "method": "ωB97M-V/def2-TZVPD", "symbols": ["C", "C", "C", "C", "C", "C", "C", "C", "C", "H", "H", "H", "H", "H", "H", "H", "H", "H", "H", "H", "H", "H", "H"], "positions_angstrom": [[-0.531375, -0.612751, 1.187152], [-1.553745, 1.535203, 0.983082], [-1.624012, -1.214206, 0.537187], [-2.648179, 1.001393, 0.364159], [-0.496521, 0.752775, 1.434567], [2.427739, 1.321774, -1.570472], [-1.662153, -2.662921, 0.255595], [3.554811, 0.592833, -0.824455], [-2.630220, -0.367408, 0.084284], [-3.420776, -0.838545, -0.485583], [-0.710201, -3.135908, 0.496639], [-3.554352, 1.531331, 0.105279], [3.959168, 1.130578, 0.031033], [4.404590, 0.398102, -1.480064], [0.300922, -1.246220, 1.476446], [0.294808, 1.132720, 2.063887], [1.706289, 0.619882, -1.980853], [3.201017, -0.375401, -0.465261], [2.875980, 1.842221, -2.420799], [-2.409125, -3.146454, 0.900662], [-1.436948, 2.616630, 1.025019], [1.927049, 2.077971, -0.970302], [-1.974758, -2.953608, -0.747211]], "atomic_forces_ev_per_a": [[-0.335, -0.464, 0.023], [0.850, 1.510, 0.354], [0.732, 1.541, -0.517], [-0.377, -1.551, -0.571], [-0.460, -0.875, -0.086], [0.763, 0.217, -0.315], [-0.336, -1.170, 0.533], [-0.132, -0.351, 0.030], [-0.282, -0.376, 0.380], [-0.312, 0.183, 0.058], [0.023, -0.026, -0.167], [0.333, 0.485, -0.192], [-0.159, 0.183, 0.027], [-0.078, -0.066, -0.066], [-0.036, 0.056, 0.198], [0.181, 0.373, -0.365], [-0.148, 0.028, 0.104], [0.095, 0.032, 0.121], [-0.210, 0.119, -0.001], [0.134, 0.070, 0.049], [-0.307, -0.093, 0.472], [-0.160, -0.168, 0.118], [0.221, 0.344, -0.186]], "mulliken_charge": [-0.27, -0.31, 0.76, -0.55, -0.67, -0.76, -1.37, -0.83, -0.30, 0.35, 0.35, 0.38, 0.27, 0.31, 0.27, 0.40, 0.23, 0.23, 0.31, 0.29, 0.34, 0.24, 0.34], "multiplicity": 1, "largest_force_ev_per_a": 1.8, "energy_ha": -351.3151, "e_above_lowest_ev": 0.410, "charge": 0, "smiles": "Cc1ccccc1.CC", "orbital_gap_ha": 0.3664}

=====

(2)
{"formula": "C3H7IO", "method": "ωB97M-V/def2-TZVPD", "symbols": ["I", "O", "C", "C", "C", "H", "H", "H", "H", "H", "H", "H"], "positions_angstrom": [[-0.426183, 2.327035, 2.131705], [-0.037231, 1.790035, 0.366766], [-0.699623, -0.763619, 0.688815], [0.638361, -0.101170, -1.341339], [0.469859, -0.049830, 0.141532], [0.129589, 0.732538, -1.715817], [0.056010, -0.957620, -1.892306], [1.680858, -0.067323, -1.723286], [-0.487482, -1.532472, 1.412787], [-1.305100, -0.043550, 1.083397], [1.230802, -0.077328, 0.860010], [-1.249859, -1.256695, -0.012264]], "atomic_forces_ev_per_a": [[-0.211, 0.388, 1.462], [1.303, -3.172, -2.099], [1.658, -0.854, 0.428], [0.556, -2.119, -0.927], [-2.104, 2.061, -0.300], [-0.633, 1.661, -0.586], [1.260, 1.135, 1.496], [-0.663, -0.034, 0.432], [0.476, 0.057, 0.635], [-1.856, 1.650, 1.568], [1.706, 0.370, 0.274], [-1.493, -1.144, -2.382]], "mulliken_charge": [0.15, -0.67, -1.24, -1.22, 0.56, 0.37, 0.29, 0.28, 0.33, 0.32, 0.46, 0.39], "multiplicity": 1, "largest_force_ev_per_a": 4.0, "energy_ha": -491.3209, "e_above_lowest_ev": 2.690, "charge": 0, "orbital_gap_ha": 0.3185}

=====

(3)
{"formula": "C8H12", "method": "ωB97M-V/def2-TZVPD", "symbols": ["C", "C", "C", "C", "C", "C", "C", "C", "H", "H", "H", "H", "H", "H", "H", "H", "H", "H", "H", "H"], "positions_angstrom": [[2.611892, -0.858671, 1.246616], [1.774016, 0.050794, 0.468667], [0.450081, 0.100203, 0.545498], [-1.853766, 0.388885, -0.572402], [-2.105686, -0.724194, -1.255801], [-0.390055, 0.824789, -0.483874], [-2.861414, 1.419736, -0.177206], [3.653539, -1.502595, 0.758499], [2.261743, 0.561784, -0.361159], [4.249339, -2.118223, 1.425350], [-3.092991, -1.176427, -1.267745], [4.158076, -1.281186, -0.176270], [0.007800, -0.644501, 1.199471], [-3.523924, 1.620810, -0.992835], [-2.531226, 2.343920, 0.282423], [-1.301245, -1.348955, -1.619906], [2.320819, -1.135306, 2.256161], [-0.243239, 1.895313, -0.331945], [0.034946, 0.570559, -1.457632], [-3.618704, 1.013265, 0.514092]], "atomic_forces_ev_per_a": [[-0.553, -0.205, 0.119], [0.159, 0.009, -0.444], [0.096, -0.760, -0.301], [1.286, 1.043, -0.780], [-0.476, -0.460, 1.048], [0.130, -0.397, 0.054], [-1.643, -1.000, 1.128], [1.640, 0.224, 0.353], [0.099, 0.162, 0.180], [-0.228, -0.265, -0.105], [-0.079, 0.272, -0.357], [-0.471, -0.003, -0.234], [-0.471, 0.419, 0.327], [-0.034, 0.566, -0.906], [0.507, -0.028, -0.197], [0.101, 0.037, -0.025], [-0.290, 0.200, -0.036], [-0.379, 0.063, -0.106], [0.183, 0.247, 0.015], [0.425, -0.123, 0.266]], "mulliken_charge": [-0.20, -0.21, -0.27, 0.79, -1.03, -0.86, -1.38, -0.78, 0.37, 0.26, 0.31, 0.27, 0.34, 0.35, 0.38, 0.28, 0.29, 0.39, 0.36, 0.33], "multiplicity": 1, "largest_force_ev_per_a": 2.2, "energy_ha": -311.9350, "e_above_lowest_ev": 1.397, "charge": 0, "smiles": "C=C/C=C/CC(=C)C", "orbital_gap_ha": 0.3566}

=====

(4)
{"formula": "C4H8N2O2S2", "method": "ωB97M-V/def2-TZVPD", "symbols": ["S", "S", "O", "O", "N", "N", "C", "C", "C", "C", "H", "H", "H", "H", "H", "H", "H", "H"], "positions_angstrom": [[2.518360, -2.343501, -0.831013], [1.794108, 0.225787, -0.786279], [3.231683, -1.877834, -2.028322], [1.876412, -3.613560, -0.713991], [1.317054, -1.255018, -0.539322], [3.647085, -2.098482, 0.385973], [-1.977882, -0.162028, -0.440549], [-1.869685, 1.243247, 0.030399], [0.602223, 1.528033, -0.444160], [-0.668062, 1.890395, -0.045534], [1.356151, 2.413829, -0.477015], [-0.750765, 3.038805, 0.264949], [-1.178319, -0.436843, -0.980354], [3.868167, -2.788644, 1.103696], [-2.904938, -0.272132, -1.113734], [-2.799546, 1.779173, 0.357964], [4.415100, -1.871840, -0.208463], [-2.013138, -0.909424, 0.390809]], "atomic_forces_ev_per_a": [[-0.150, 0.660, -0.633], [-2.222, 2.682, 0.734], [-0.650, -1.041, 1.324], [0.557, 0.020, -0.159], [-0.365, 0.086, 0.286], [-0.540, 0.036, -0.523], [-4.131, 0.092, 1.331], [0.382, -0.069, -0.213], [5.283, -0.866, -0.859], [-2.868, 3.069, 1.562], [-1.387, -1.559, -0.217], [0.442, -2.521, -0.725], [2.970, -0.870, -2.059], [-0.579, -0.036, -0.573], [1.212, -0.039, 1.159], [1.220, -0.499, -0.247], [1.225, 0.224, 0.273], [-0.397, 0.631, -0.462]], "mulliken_charge": [1.09, 0.20, -0.65, -0.60, -0.23, -0.52, -1.02, 0.06, -0.43, -0.01, 0.18, 0.15, 0.39, 0.26, 0.27, 0.33, 0.28, 0.25], "multiplicity": 1, "largest_force_ev_per_a": 5.4, "energy_ha": -1213.4361, "e_above_lowest_ev": 5.112, "charge": 0, "orbital_gap_ha": [0.2738, 0.2562]}